This record from the Open Molecules 2025 dataset describes a molecular structure, C9H9NO3 in a non-equilibrium geometry. The level of theory is ωB97M-V/def2-TZVPD.

Last column: natural (NBO) charge in e.
Cartesian coordinates (Å):
H1 3.38821 -0.64605 1.57210  0.20
H2 -1.40774 2.23341 2.16796  0.24
H3 -0.84626 -0.19018 1.43874  0.22
C1 -0.83006 2.58301 -1.24822  -0.23
H4 -0.39730 1.02493 -2.51476  0.21
C2 -1.03639 -1.14855 -1.12506  -0.51
C3 -0.69677 0.25619 -0.57681  0.17
C4 -0.81288 0.58095 0.78055  -0.21
H5 1.68849 -0.90792 1.77019  0.18
N1 1.03398 -0.68161 -0.75314  -0.16
H6 -1.88105 -1.55243 -0.65589  0.25
C5 -1.13105 2.98161 0.15966  0.48
O1 2.27473 -0.61584 -0.20002  -0.34
H7 2.51018 -2.26014 0.95427  0.21
O2 -1.43889 4.13533 0.45225  -0.52
C6 2.46208 -1.23527 1.09810  -0.27
O3 0.44834 -2.97078 -0.70547  -0.58
C7 -0.54172 1.28514 -1.55357  -0.17
C8 -1.09447 1.84912 1.18642  -0.23
H8 -0.75527 3.40979 -1.81281  0.22
H9 -1.29423 -0.90850 -2.17927  0.24
C9 0.24800 -1.78602 -0.88314  0.60

Computed properties:
* 2S+1: 1
* HOMO-LUMO gap (alpha / beta): 7.4 / 7.4 eV
* lowest unoccupied orbital energy (alpha / beta): -1.6 / -1.6 eV
* energy above the lowest of the compared OMol25 structures with the same formula, charge and spin: 4.326 eV

This record from the Open Molecules 2025 dataset describes a molecular structure, C21H35ClGaN3O6 in a non-equilibrium geometry. The level of theory is ωB97M-V/def2-TZVPD.

Last column: natural (NBO) charge in e.
Cartesian coordinates (Å):
C1 -2.32779 0.90376 -1.38149  -0.12
Ga1 -1.27064 -0.37018 0.93150  1.73
N1 2.97044 1.20098 0.03579  -0.46
C2 1.44284 -4.78849 -0.94233  -0.40
N2 -0.86738 -0.03553 5.01054  -0.40
H1 -0.57485 0.86893 -5.10959  0.21
H2 -1.07367 -1.97463 5.72797  0.19
C3 -1.73843 0.77295 5.84112  -0.40
H3 -0.71921 -0.48984 -3.43690  0.09
C4 0.42300 3.99546 -4.24599  -0.23
C5 -3.83393 0.93567 -1.39181  -0.69
C6 -0.05541 2.94006 -5.01070  -0.23
H4 0.38777 2.33889 -1.23037  0.25
H5 4.56717 1.66469 1.35133  0.18
H6 3.34907 2.62813 -1.43418  0.21
C7 3.60984 1.59057 -1.20682  -0.42
H7 1.15446 -2.14777 -0.69088  0.20
H8 -0.96340 -5.59590 -0.21166  0.21
C8 -0.54184 -4.88329 0.50365  -0.42
C9 3.48110 1.83507 1.24569  -0.42
C10 0.30983 2.53407 -2.29601  -0.22
H9 -2.67170 0.22978 6.00549  0.20
H10 -2.42233 -2.03930 -0.66271  0.22
H11 -0.02419 -5.46369 1.27429  0.20
H12 3.33117 2.91881 1.17722  0.20
H13 -4.16518 1.31913 -2.35307  0.21
O1 -0.55692 1.42376 0.52418  -0.85
C11 0.14640 0.04914 -2.88816  0.45
H14 -1.39738 -2.19078 -2.16134  0.20
C12 0.38786 -2.72308 -0.16629  0.60
H15 2.13267 -4.12208 -1.45560  0.23
H16 0.29879 -1.04308 6.33930  0.20
C13 2.47405 -0.08125 0.18619  0.57
O2 1.68614 -0.39932 1.04869  -0.60
H17 -1.44542 1.04102 3.32036  0.19
N3 0.43655 -4.05579 -0.19572  -0.38
C14 -0.88881 0.15574 3.66983  0.58
C15 -2.12226 -1.58052 -1.62278  -0.69
O3 -0.34295 -0.65957 2.88746  -0.69
H18 -3.01896 -1.48235 -2.25805  0.19
H19 0.35752 -1.71961 4.68393  0.25
H20 2.86433 -0.82909 -0.55407  0.11
H21 2.94584 1.44144 2.11699  0.24
C16 0.13778 2.24114 1.28191  0.68
C17 -0.29387 1.70727 -4.47124  -0.15
H22 0.96249 -5.44053 -1.67544  0.21
H23 -1.20385 0.96001 6.76748  0.21
C18 -0.28901 -1.26752 5.46651  -0.42
H24 3.24918 0.95056 -2.01625  0.24
H25 -1.32275 -4.26125 0.94221  0.25
H26 -4.32473 -0.04706 -1.25380  0.21
C19 -0.03249 1.47131 -3.12888  -0.15
H27 -0.22391 3.12253 -6.04359  0.21
H28 4.70415 1.54382 -1.12863  0.18
H29 0.61760 3.05654 0.68870  0.09
C20 -1.61880 -0.24644 -1.28217  -0.49
H30 -1.88292 1.93228 -1.38762  0.21
H31 0.98324 4.54251 -2.23611  0.20
H32 0.64423 4.97651 -4.65711  0.21
H33 -1.93295 1.69925 5.28810  0.22
C21 0.60139 3.76919 -2.88527  -0.20
H34 -4.28456 1.62181 -0.66177  0.22
Cl1 -3.17511 -0.53708 1.55418  -0.53
H35 2.00315 -5.44370 -0.27121  0.20
O4 0.27976 2.21693 2.50623  -0.68
O5 -0.54462 -2.13930 0.47615  -0.76
O6 1.21235 -0.54170 -2.84741  -0.67

Computed properties:
* 2S+1: 1
* HOMO-LUMO gap: 6.6 eV
* lowest unoccupied orbital energy: 0.5 eV
* energy above the lowest of the compared OMol25 structures with the same formula, charge and spin: 3.917 eV

This record from the Open Molecules 2025 dataset describes 13 unconnected molecules or ions with the total composition C18H62O13 in a non-equilibrium geometry. The level of theory is ωB97M-V/def2-TZVPD.

Last column: Löwdin charge in e.
Cartesian coordinates (Å):
H1 3.47835 -0.51312 2.55248  0.05
H2 2.53658 -3.93310 -4.17704  0.11
H3 4.87553 -0.75277 3.43898  0.09
H4 -1.53498 -2.62865 2.22169  0.06
H5 -2.76247 -1.82975 6.24771  0.07
H6 -6.30288 0.97921 0.19434  0.07
H7 1.32593 -4.69136 0.07687  0.10
H8 -0.93138 2.82501 -5.60747  0.08
H9 -0.99483 3.29267 4.55883  0.06
H10 -0.84133 1.18082 -4.85593  0.08
H11 4.38467 -2.09063 1.33801  0.07
O1 4.94941 -1.32567 1.33960  -0.11
H12 -2.44757 4.65295 -1.55926  0.07
C1 -3.43807 4.64887 -2.02154  -0.15
H13 3.23722 -3.45509 -2.59355  0.09
C2 1.44247 0.61313 -2.48256  -0.07
H14 1.53931 -1.41694 0.00691  0.08
H15 -0.65144 -0.40459 -0.65684  0.09
H16 4.75970 1.05286 -1.96966  0.06
H17 -2.57294 0.06995 4.49528  0.12
H18 6.47126 0.91590 -2.35706  0.07
H19 -3.90136 2.87810 1.45602  0.10
H20 2.97587 1.98499 -0.62006  0.07
C3 -3.39365 2.08448 2.07031  -0.16
O2 -0.20602 1.36139 3.02452  -0.10
O3 -2.74671 -1.28891 2.93444  -0.11
O4 1.70389 -2.93656 1.32275  -0.16
H21 -2.94654 -0.84514 -2.27080  0.06
H22 -2.68569 1.06619 0.45318  0.08
O5 5.70680 -0.71449 -1.28621  -0.14
H23 -2.46121 -4.46014 1.62363  0.09
H24 -1.14415 -5.12672 2.52859  0.06
H25 -6.43905 0.98903 -1.59567  0.08
H26 -1.17642 -1.02640 4.25559  0.12
C4 -1.95689 -0.97146 -1.86658  -0.21
H27 -2.86104 2.57971 2.87518  0.08
H28 2.12540 1.29576 -2.93832  0.08
O6 -4.84120 1.99827 -0.79165  -0.17
C5 0.02360 3.44548 4.25117  -0.10
H29 4.10329 -1.25060 -3.75279  0.04
C6 1.97250 -4.22395 0.91955  -0.22
H30 -4.54599 2.31273 -1.70240  0.07
C7 -0.58809 2.23159 -4.76879  -0.13
H31 0.54712 2.40854 -4.70157  0.10
H32 0.10939 4.55464 4.24188  0.09
O7 -0.88690 -3.16289 1.72990  -0.13
H33 3.05749 -4.31175 0.65750  0.08
H34 4.19547 -2.56014 -5.02346  0.10
O8 -3.69014 3.50416 -2.86282  -0.16
C8 0.20643 2.74694 2.95414  -0.33
C9 2.72798 -3.08766 -3.46768  -0.25
H35 -1.94003 -2.01759 -1.50842  0.09
H36 0.57675 1.16709 -2.28352  0.04
H37 2.42475 1.03638 0.71225  0.05
C10 -5.77924 0.88919 -0.73396  -0.11
C11 -2.30567 -0.97608 4.19639  -0.35
O9 1.41812 -2.66512 -2.94786  -0.12
C12 2.16291 1.37256 -0.25691  -0.01
C13 5.74369 0.67658 -1.59374  -0.16
C14 -1.37377 -4.49325 1.71552  -0.13
H38 -1.37065 -0.91256 -2.84098  0.09
O10 -1.51748 -0.01859 -1.01860  -0.13
O11 -2.53378 1.24153 1.40397  -0.15
H39 -2.62025 -3.00100 4.83355  0.06
H40 0.75423 -2.98360 1.66205  0.06
H41 1.24847 1.94372 -0.15357  0.08
H42 1.27644 2.74763 2.68732  0.10
H43 -0.89256 -5.02745 0.85933  0.09
H44 -4.23406 1.56621 2.45834  0.07
O12 -1.22361 2.86092 -3.66123  -0.17
H45 -5.33028 -0.05793 -0.75515  0.05
C15 -2.91757 -2.01765 5.19578  -0.07
H46 -2.95502 3.52343 -3.50149  0.05
H47 -2.63220 -0.52193 2.29934  0.09
H48 -0.71478 1.12909 2.24121  0.04
H49 2.99976 -0.27261 -1.33798  0.11
C16 3.47429 -1.97052 -4.28869  -0.09
H50 4.82687 0.57402 2.34186  0.09
H51 1.85535 -4.97942 1.76208  0.09
C17 4.51002 -0.47137 2.41322  -0.12
O13 1.10778 -0.82062 -0.63132  -0.08
H52 -3.99332 -2.04409 5.03673  0.07
H53 -0.27535 3.25157 2.14111  0.10
H54 5.50911 -0.82402 -0.32112  0.04
H55 -1.20563 2.35409 -2.80521  0.10
H56 -3.40222 5.62801 -2.58866  0.08
H57 0.69756 3.01184 5.02187  0.09
H58 -4.31254 4.83296 -1.33365  0.10
H59 1.17032 -0.22158 -3.22419  0.11
H60 5.97656 1.21529 -0.72283  0.06
H61 2.81082 -1.39877 -4.94607  0.06
H62 1.45583 -2.12770 -2.15853  0.02
C18 2.02369 0.13645 -1.20751  -0.42

Computed properties:
* 2S+1: 1
* HOMO-LUMO gap: 10.5 eV
* lowest unoccupied orbital energy: 0.7 eV
* energy above the lowest of the compared OMol25 structures with the same formula, charge and spin: 5.976 eV

This record from the Open Molecules 2025 dataset describes a molecular structure, C5H10O. The level of theory is ωB97M-V/def2-TZVPD.

Last column: natural (NBO) charge in e.
Cartesian coordinates (Å):
H1 2.77273 -1.62152 -0.49701  0.16
H2 -0.26054 1.27756 1.71177  0.21
C1 -0.96134 0.52001 -0.28820  -0.29
H3 1.04647 -0.62051 -1.69688  0.49
C2 1.90163 -1.41789 0.14090  -0.28
H4 1.29974 -2.31073 0.27476  0.22
H5 -3.04325 0.85605 0.22497  0.20
H6 2.21370 -0.99611 1.09033  0.23
H7 -2.22887 -0.38386 1.19122  0.21
H8 -0.94349 0.94650 -1.29415  0.20
H9 -2.71597 -0.74191 -0.47173  0.20
C3 -2.31352 0.03913 0.18464  -0.60
O1 1.39652 -0.13574 -0.93008  -0.63
H10 0.61796 1.97376 0.26198  0.22
C4 0.01460 1.16253 0.66396  -0.49
C5 0.26167 -0.22346 0.15696  -0.05

Computed properties:
* 2S+1: 1
* HOMO-LUMO gap: 8.0 eV
* lowest unoccupied orbital energy: 0.9 eV
* energy above the lowest of the compared OMol25 structures with the same formula, charge and spin: 6.435 eV

This record from the Open Molecules 2025 dataset describes C7H10BrNS in the gas phase in a non-equilibrium geometry. The level of theory is ωB97M-V/def2-TZVPD.

Last column: natural (NBO) charge in e.
Cartesian coordinates (Å):
S1 0.18724 0.89162 1.18986  0.12
H1 0.14849 -1.54903 0.75135  0.21
Br1 1.78972 4.75658 0.01899  0.08
H2 1.74415 -0.28926 -0.40339  0.24
N1 0.22380 3.15615 -1.41352  -0.46
C1 1.13023 0.69110 -0.49590  -0.31
C2 2.03233 1.87649 -0.48659  -0.56
C3 -0.23043 1.99601 -2.00566  -0.02
C4 0.15473 0.74846 -1.63978  -0.26
H3 -0.46227 -0.19402 -1.75937  0.23
H4 2.71678 1.74910 0.47147  0.27
H5 -2.55549 -1.80784 0.83836  0.21
C5 -2.02825 -0.77781 0.86806  -0.62
H6 2.89874 1.89976 -1.19055  0.26
H7 -0.82694 2.09589 -2.88605  0.20
H8 -2.68247 -0.17651 1.44358  0.22
H9 -0.22306 -0.99276 2.46573  0.24
C6 1.24816 3.10260 -0.69506  0.26
C7 -0.56146 -0.81142 1.40765  -0.52
H10 -2.02409 -0.29859 -0.05570  0.22

Computed properties:
* 2S+1: 1
* HOMO-LUMO gap: 8.8 eV
* SMILES: CCS[C@H]1C=CN=C(Br)C1
* lowest unoccupied orbital energy: 0.2 eV
* energy above the lowest of the compared OMol25 structures with the same formula, charge and spin: 1.601 eV

This record from the Open Molecules 2025 dataset describes a molecular structure, C10H26ClINP2Tl in a non-equilibrium geometry. The level of theory is ωB97M-V/def2-TZVPD.

Last column: Löwdin charge in e.
Cartesian coordinates (Å):
N1 -0.80115 0.18816 1.36641  0.13
H1 1.99202 -1.91174 0.66204  0.03
H2 1.19633 -4.49373 -1.18178  0.07
C1 -0.76154 0.03966 2.51870  -0.19
H3 -0.80030 -1.27321 4.16115  0.13
C2 1.19036 2.72261 0.54668  -0.24
I1 -2.88450 1.93988 -3.13518  0.73
H4 -2.09124 3.57271 -1.17158  -0.06
C3 1.19591 -2.62389 0.86671  -0.22
C4 0.44664 0.43145 4.69592  -0.08
H5 -1.12416 0.67742 -4.89055  0.03
C5 0.91034 -3.56509 -1.69762  -0.25
H6 1.57782 -3.64974 0.89506  0.07
H7 0.40030 0.22442 5.76991  0.09
Cl1 1.36465 0.00879 -1.53223  0.07
H8 1.38365 0.00067 4.32503  0.08
C6 -0.79812 -0.08630 -4.06628  -0.34
H9 -1.27623 -1.09103 -4.22784  0.02
H10 1.79729 -3.01811 -2.02905  0.04
H11 0.47507 1.52245 4.57225  0.08
H12 0.21772 3.16450 -3.09009  0.03
H13 -0.55368 -4.80329 0.17745  0.07
H14 -1.67014 3.39889 0.58266  0.06
C7 0.85399 3.19346 -2.20745  -0.25
H15 0.27617 -3.79423 -2.56148  0.06
H16 1.78322 2.65996 -2.39277  0.03
C8 -1.27458 3.62736 -0.42325  -0.26
C9 -1.12650 -3.85657 0.10931  -0.26
Tl1 -1.45692 -0.16051 -2.06306  0.47
H17 -1.68546 0.24453 4.35935  0.13
H18 -0.78671 4.62129 -0.43752  0.08
H19 1.04211 4.21972 -1.89153  0.07
H20 2.06388 2.06263 0.42638  0.04
H21 0.69857 2.52048 1.51371  0.04
P1 -0.01064 2.30613 -0.82336  0.71
H22 -1.97715 -3.97325 -0.58293  0.05
C10 -0.75720 -0.18813 3.96334  -0.21
P2 -0.04361 -2.49655 -0.53057  0.76
H23 -1.50324 -3.57253 1.10582  0.05
H24 1.48556 3.78811 0.47631  0.08
H25 0.33051 -0.20598 -3.96242  0.02
H26 0.70094 -2.37141 1.80435  0.03

Computed properties:
* 2S+1: 1
* HOMO-LUMO gap (alpha / beta): 5.7 / 5.9 eV
* lowest unoccupied orbital energy (alpha / beta): -10.1 / -9.9 eV
* total charge: +2